The following is a DFT calculation (ωB97M-V with the def2-TZVPD basis set) of one molecule with the formula C6H8N2O2.

Frontier orbital gap, eV: 8.61
Lowest unoccupied orbital energy, eV: 0.594
Charge: 0
HOMO level, eV: -8.021
SMILES: NC(=O)Cc1coc(N)c1

XYZ file:
```
18
Properties=species:S:1:pos:R:3:nbo_charge:R:1
H -1.168 -1.885 -3.109 0.48
H -0.443 -2.351 0.573 0.24
C 0.279 1.670 1.313 0.48
C 0.020 -1.700 -0.183 -0.49
O 1.557 1.446 0.952 -0.43
C 1.624 0.192 0.412 0.05
O -1.495 -2.722 -1.736 -0.66
C -0.510 0.608 0.963 -0.42
N -0.648 -0.957 -2.444 -0.85
H -1.572 0.498 1.165 0.23
N 0.055 2.827 2.024 -0.81
C 0.387 -0.371 0.393 -0.10
H -0.916 3.109 2.061 0.39
H 2.591 -0.123 0.033 0.21
H 0.921 -2.218 -0.545 0.25
H 0.663 3.598 1.772 0.39
H -0.382 0.011 -2.305 0.40
C -0.964 -1.632 -1.337 0.64
```


The following is a DFT calculation (ωB97M-V with the def2-TZVPD basis set) of a 2-piece molecular cluster, C6H6N3O4 overall.

Frontier orbital gap, eV: 8.08
Lowest unoccupied orbital energy, eV: 3.068
Charge: -1
HOMO level, eV: -5.013

XYZ file:
```
19
Properties=species:S:1:pos:R:3:nbo_charge:R:1
O 3.099 -0.637 1.385 -0.65
O 2.761 0.272 -0.815 -0.50
H 0.498 -2.337 0.464 0.24
C 0.895 -1.829 -0.410 -0.74
O 1.026 1.800 -0.536 -0.58
C 3.722 -0.264 0.479 0.99
C -2.816 -0.142 0.357 -0.45
C -3.645 1.019 0.438 -0.07
H -3.182 -1.085 0.560 0.22
N 1.487 0.617 -0.592 0.29
N -1.694 1.707 -0.101 -0.39
O 4.862 -0.115 0.068 -0.68
H -1.073 2.452 -0.265 0.44
C -1.617 0.376 -0.053 0.22
H 1.891 -2.118 -0.090 0.27
H -4.627 0.963 0.704 0.18
C 0.645 -0.379 -0.429 0.31
N -2.932 2.125 0.234 -0.30
H 0.699 -2.427 -1.398 0.21
```